10 unconnected molecules or ions with the total composition C46H73BN4O22P. Source: OMol25; level of theory: wB97M-V/def2-TZVPD.

Calculated values
Net charge: +1
M (g/mol): 1075.88
Highest occupied orbital energy (eV): -11.08
Calculated total energy (Ha): -4037.0771
Gap between HOMO and LUMO (eV): 7.875

CARTESIAN COORDINATES (ANGSTROEM)
N: 2.756 -2.770 5.982
C: 1.713 -2.164 6.846
C: 0.524 -1.558 5.973
N: -0.001 -2.545 5.006
C: -0.963 -2.001 4.143
N: -0.990 -0.782 3.706
B: -2.049 -0.282 2.734
O: -3.242 0.293 3.124
O: -1.735 -0.398 1.358
N: -2.006 -2.878 3.632
C: -2.861 -3.413 4.729
O: -3.327 -2.380 5.597
C: -4.710 -2.171 5.472
C: -5.571 -2.326 6.646
C: -7.017 -2.093 6.540
C: -7.672 -1.684 5.288
C: -6.797 -1.531 4.120
C: -5.356 -1.777 4.211
P: -1.181 -4.167 2.759
O: -0.646 -5.241 3.671
H: 2.875 -2.151 5.158
H: 2.419 -3.659 5.589
H: 2.215 -1.284 7.342
H: 1.356 -2.862 7.643
H: -0.263 -1.111 6.639
H: 1.014 -0.708 5.397
H: 0.740 -3.055 4.513
H: -0.267 -0.115 3.995
H: -3.817 0.259 2.330
H: -1.952 -1.308 1.050
H: -2.392 -4.242 5.318
H: -3.772 -3.859 4.229
H: -5.190 -2.603 7.655
H: -7.662 -2.217 7.442
H: -8.770 -1.502 5.210
H: -7.278 -1.231 3.159
H: -4.761 -1.658 3.275
H: -2.014 -4.768 1.772
H: -0.025 -3.598 2.120
O: 3.388 -1.032 3.855
C: 3.820 0.020 4.269
O: 4.578 0.139 5.379
C: 4.824 1.533 5.641
C: 4.625 2.227 4.309
C: 3.557 1.369 3.659
H: 4.115 1.876 6.399
H: 5.837 1.660 6.023
H: 4.348 3.276 4.406
H: 5.545 2.175 3.721
H: 2.549 1.694 3.934
H: 3.664 1.331 2.571
O: 4.067 1.577 0.783
C: 3.535 1.013 -0.141
O: 3.330 1.574 -1.352
C: 2.572 0.666 -2.182
C: 2.805 -0.703 -1.579
C: 2.965 -0.385 -0.105
H: 1.525 0.961 -2.152
H: 2.925 0.726 -3.206
H: 2.000 -1.409 -1.793
H: 3.736 -1.128 -1.966
H: 2.004 -0.363 0.415
H: 3.651 -1.074 0.384
O: 4.932 -2.695 -2.176
C: 4.675 -3.607 -1.441
O: 4.743 -3.525 -0.087
C: 4.482 -4.815 0.487
C: 3.711 -5.574 -0.574
C: 4.282 -5.003 -1.860
H: 5.438 -5.289 0.725
H: 3.909 -4.697 1.406
H: 3.813 -6.656 -0.489
H: 2.647 -5.330 -0.505
H: 5.176 -5.541 -2.184
H: 3.540 -4.978 -2.656
O: 0.967 0.857 -4.296
C: 1.144 1.463 -5.322
O: 2.216 2.256 -5.540
C: 2.078 2.919 -6.810
C: 1.115 2.063 -7.599
C: 0.215 1.499 -6.513
H: 1.693 3.926 -6.637
H: 3.051 2.993 -7.292
H: 0.583 2.612 -8.365
H: 1.657 1.246 -8.085
H: -0.623 2.164 -6.291
H: -0.143 0.501 -6.761
O: 0.608 4.686 4.982
C: -0.470 4.271 4.674
O: -0.670 3.077 4.047
C: -2.063 2.931 3.724
C: -2.793 3.856 4.675
C: -1.789 4.982 4.868
H: -2.209 3.212 2.676
H: -2.357 1.889 3.853
H: -3.759 4.188 4.296
H: -2.962 3.349 5.629
H: -1.891 5.755 4.104
H: -1.855 5.415 5.864
O: -5.422 -2.946 1.507
C: -6.149 -3.866 1.240
O: -6.265 -4.396 0.000
C: -7.293 -5.401 0.000
C: -7.421 -5.838 1.444
C: -7.086 -4.563 2.198
H: -8.215 -4.957 -0.384
H: -7.000 -6.223 -0.652
H: -8.402 -6.247 1.685
H: -6.673 -6.604 1.668
H: -7.966 -3.936 2.353
H: -6.593 -4.771 3.146
O: -0.393 3.436 -10.473
C: 0.037 4.494 -10.108
O: 0.819 4.649 -9.006
C: 1.069 6.049 -8.789
C: 0.848 6.706 -10.136
C: -0.233 5.833 -10.751
H: 0.373 6.413 -8.029
H: 2.088 6.187 -8.428
H: 0.574 7.758 -10.061
H: 1.759 6.638 -10.736
H: -1.234 6.166 -10.470
H: -0.137 5.773 -11.833
O: -2.431 -2.808 -0.648
C: -2.075 -2.098 -1.556
O: -0.933 -1.373 -1.533
C: -0.856 -0.553 -2.715
C: -1.759 -1.231 -3.723
C: -2.830 -1.847 -2.837
H: -1.197 0.454 -2.461
H: 0.176 -0.498 -3.058
H: -2.150 -0.549 -4.478
H: -1.210 -2.023 -4.239
H: -3.646 -1.149 -2.638
H: -3.213 -2.777 -3.254
O: 3.509 6.387 -5.505
C: 4.191 5.571 -4.947
O: 4.482 4.353 -5.468
C: 5.221 3.582 -4.506
C: 5.838 4.600 -3.570
C: 4.803 5.712 -3.575
H: 4.527 2.911 -3.992
H: 5.975 2.985 -5.017
H: 6.050 4.201 -2.579
H: 6.776 4.971 -3.992
H: 4.028 5.551 -2.822
H: 5.261 6.691 -3.450

=====

5 unconnected molecules or ions with the total composition C46H73N6O2. Source: OMol25; level of theory: wB97M-V/def2-TZVPD.

Calculated values
Net charge: -1
M (g/mol): 742.13
Highest occupied orbital energy (eV): -4.07
Calculated total energy (Ha): -2275.1351
Gap between HOMO and LUMO (eV): 6.210

CARTESIAN COORDINATES (ANGSTROEM)
C: 2.545 0.040 3.020
C: 3.265 1.316 3.773
C: 2.227 2.469 4.307
C: 0.972 2.792 3.302
C: -0.478 2.196 3.795
C: -1.777 2.909 3.031
C: -3.011 1.832 2.852
C: -4.361 2.454 2.151
C: -4.059 3.276 0.737
C: -3.166 2.375 -0.301
C: -2.779 3.177 -1.714
C: -1.636 2.206 -2.453
C: -0.152 2.873 -2.237
C: 1.099 1.807 -2.568
C: 2.465 2.655 -2.282
C: 3.817 1.784 -2.005
C: 5.143 2.675 -1.584
N: 6.235 1.639 -1.243
C: 0.944 1.524 -4.209
O: 1.669 2.185 -5.143
O: -0.051 0.554 -4.770
N: 0.844 0.613 -1.709
C: 0.835 0.864 -0.235
C: 1.494 -0.660 -2.143
C: 0.256 -1.725 -2.508
C: 0.607 -3.231 -1.875
C: -0.374 -3.634 -0.613
C: -1.863 -4.203 -1.118
C: -3.029 -4.002 0.040
C: -3.241 -2.368 0.293
H: 3.005 -0.982 3.428
H: 1.385 -0.016 3.178
H: 2.867 0.101 1.885
H: 3.853 0.867 4.699
H: 4.086 1.743 3.020
H: 2.862 3.476 4.386
H: 1.823 2.153 5.378
H: 0.878 3.977 3.216
H: 1.272 2.412 2.236
H: -0.545 1.025 3.658
H: -0.570 2.443 4.959
H: -1.388 3.335 2.007
H: -2.159 3.822 3.691
H: -3.218 1.375 3.917
H: -2.639 0.961 2.135
H: -4.882 3.141 2.968
H: -5.074 1.532 1.918
H: -3.557 4.306 0.979
H: -5.129 3.481 0.254
H: -2.130 2.174 0.227
H: -3.711 1.392 -0.646
H: -3.709 3.320 -2.412
H: -2.319 4.224 -1.383
H: -1.736 1.127 -1.954
H: -1.868 2.173 -3.609
H: -0.025 3.355 -1.161
H: -0.062 3.786 -2.998
H: 2.739 3.449 -3.127
H: 2.257 3.317 -1.311
H: 4.126 1.048 -2.864
H: 3.587 1.094 -1.058
H: 5.500 3.388 -2.450
H: 4.944 3.253 -0.580
H: 5.785 0.678 -1.156
H: 6.619 1.843 -0.279
H: -0.307 0.986 0.089
H: 1.377 1.829 0.139
H: 1.243 -0.026 0.436
H: 2.294 -0.580 -2.992
H: 2.055 -1.177 -1.224
H: -0.674 -1.338 -1.878
H: 0.046 -1.804 -3.657
H: 1.735 -3.320 -1.533
H: 0.450 -4.078 -2.692
H: 0.132 -4.569 -0.072
H: -0.472 -2.802 0.209
H: -1.717 -5.379 -1.252
H: -2.089 -3.655 -2.126
H: -4.026 -4.514 -0.368
H: -2.720 -4.560 1.034
H: -4.314 -2.108 0.692
H: -2.989 -1.767 -0.696
H: -2.425 -2.073 1.101
N: -6.207 -3.907 0.250
C: -6.913 -3.352 1.259
C: -8.223 -2.916 1.134
C: -8.847 -3.053 -0.102
C: -8.144 -3.619 -1.161
C: -6.839 -4.028 -0.937
H: -6.382 -3.264 2.202
H: -8.743 -2.480 1.979
H: -9.872 -2.722 -0.239
H: -8.602 -3.739 -2.136
H: -6.251 -4.479 -1.731
N: 5.135 5.667 0.217
C: 5.066 6.301 -0.974
C: 4.891 7.668 -1.111
C: 4.776 8.436 0.044
C: 4.841 7.812 1.285
C: 5.021 6.439 1.320
H: 5.159 5.659 -1.845
H: 4.846 8.124 -2.093
H: 4.636 9.511 -0.024
H: 4.753 8.382 2.204
H: 5.082 5.906 2.265
N: 1.738 -4.718 4.564
C: 1.465 -3.571 5.224
C: 2.368 -2.925 6.053
C: 3.628 -3.491 6.222
C: 3.938 -4.674 5.557
C: 2.969 -5.242 4.746
H: 0.469 -3.170 5.062
H: 2.096 -2.004 6.556
H: 4.362 -3.015 6.865
H: 4.910 -5.140 5.668
H: 3.164 -6.163 4.203
N: -1.420 -6.652 -5.083
C: -0.241 -7.075 -5.588
C: 0.608 -6.277 -6.338
C: 0.223 -4.964 -6.591
C: -0.987 -4.499 -6.086
C: -1.765 -5.372 -5.343
H: 0.013 -8.108 -5.366
H: 1.545 -6.669 -6.716
H: 0.862 -4.309 -7.176
H: -1.315 -3.482 -6.266
H: -2.717 -5.056 -4.925

=====

11 unconnected molecules or ions with the total composition C46H74N3O22PSSi. Source: OMol25; level of theory: wB97M-V/def2-TZVPD.

Calculated values
M (g/mol): 1112.22
Highest occupied orbital energy (eV): -7.52
Calculated total energy (Ha): -4645.9706
Gap between HOMO and LUMO (eV): 7.778

CARTESIAN COORDINATES (ANGSTROEM)
H: -1.838 -4.015 -3.915
N: -2.312 -4.044 -3.012
C: -1.881 -3.084 -2.293
C: -2.432 -2.859 -0.918
C: -0.832 -2.134 -2.820
Si: 0.631 -1.905 -1.644
C: 2.212 -1.897 -2.657
N: 2.839 -3.231 -2.727
C: 3.535 -3.578 -1.475
N: 0.597 -3.284 -0.485
C: 0.866 -3.166 0.677
S: 1.249 -3.106 2.200
P: 0.434 0.169 -0.801
O: 1.099 0.267 0.707
O: -1.144 0.609 -0.721
H: -2.080 -1.924 -0.484
H: -2.071 -3.647 -0.260
H: -3.517 -2.835 -0.900
H: -1.326 -1.159 -2.899
H: -0.453 -2.481 -3.780
H: 1.933 -1.565 -3.656
H: 2.906 -1.153 -2.237
H: 3.572 -3.136 -3.421
H: 4.546 -3.918 -1.666
H: 3.572 -2.737 -0.775
H: 3.002 -4.394 -0.986
H: 0.411 0.156 1.382
H: -1.768 -0.128 -0.707
O: -3.603 -2.278 1.528
C: -4.777 -2.041 1.642
C: -5.643 -2.298 2.843
C: -7.045 -2.210 2.245
C: -6.847 -1.234 1.093
O: -5.493 -1.471 0.646
H: -5.456 -1.531 3.596
H: -5.431 -3.273 3.245
H: -7.811 -1.898 2.954
H: -7.325 -3.180 1.847
H: -6.940 -0.190 1.400
H: -7.522 -1.414 0.259
O: 0.473 -0.300 -5.316
C: 0.972 -0.817 -6.273
C: 1.099 -0.261 -7.678
C: 1.436 -1.508 -8.495
C: 2.157 -2.371 -7.467
O: 1.553 -2.037 -6.207
H: 1.907 0.472 -7.687
H: 0.171 0.210 -7.987
H: 2.033 -1.313 -9.384
H: 0.515 -2.001 -8.809
H: 3.224 -2.143 -7.408
H: 2.034 -3.437 -7.643
O: -5.016 -3.709 5.291
C: -3.934 -3.794 5.791
C: -2.606 -3.393 5.172
C: -1.595 -4.086 6.084
C: -2.349 -4.131 7.409
O: -3.737 -4.247 7.051
H: -2.520 -2.306 5.212
H: -2.549 -3.725 4.139
H: -0.635 -3.580 6.155
H: -1.414 -5.101 5.727
H: -2.220 -3.216 7.991
H: -2.074 -4.981 8.028
O: -2.006 -3.408 -6.187
C: -2.898 -2.620 -6.320
C: -3.332 -1.568 -5.327
C: -4.697 -1.138 -5.857
C: -4.544 -1.408 -7.350
O: -3.646 -2.532 -7.444
H: -2.612 -0.746 -5.361
H: -3.363 -1.985 -4.324
H: -4.965 -0.109 -5.626
H: -5.471 -1.786 -5.444
H: -4.094 -0.567 -7.882
H: -5.482 -1.667 -7.834
O: 2.138 6.984 2.676
C: 2.329 5.959 2.080
C: 1.431 4.735 2.041
C: 2.360 3.658 1.480
C: 3.314 4.480 0.627
O: 3.406 5.762 1.300
H: 0.592 4.943 1.374
H: 1.060 4.500 3.035
H: 1.857 2.876 0.919
H: 2.908 3.185 2.297
H: 2.934 4.646 -0.381
H: 4.302 4.046 0.559
O: 3.871 2.090 -0.625
C: 4.729 1.267 -0.778
C: 5.208 0.239 0.230
C: 6.531 -0.228 -0.378
C: 6.278 -0.029 -1.867
O: 5.390 1.114 -1.940
H: 4.471 -0.565 0.282
H: 5.326 0.693 1.210
H: 6.802 -1.250 -0.129
H: 7.337 0.428 -0.044
H: 5.786 -0.881 -2.328
H: 7.188 0.196 -2.421
O: -3.247 5.514 5.607
C: -2.333 6.241 5.343
C: -1.661 7.256 6.251
C: -0.879 8.118 5.264
C: -0.590 7.131 4.141
O: -1.721 6.231 4.137
H: -1.007 6.720 6.941
H: -2.402 7.822 6.808
H: 0.022 8.566 5.679
H: -1.516 8.923 4.901
H: 0.314 6.551 4.318
H: -0.509 7.607 3.169
O: -6.089 -5.016 1.501
C: -5.350 -5.560 0.729
C: -4.117 -6.384 1.042
C: -3.398 -6.427 -0.308
C: -4.560 -6.315 -1.286
O: -5.544 -5.512 -0.605
H: -4.438 -7.372 1.377
H: -3.527 -5.905 1.818
H: -2.791 -7.316 -0.465
H: -2.752 -5.555 -0.408
H: -5.007 -7.285 -1.514
H: -4.284 -5.823 -2.215
O: 6.455 -2.722 -2.162
C: 7.110 -3.490 -2.812
C: 8.277 -4.338 -2.349
C: 8.913 -4.770 -3.670
C: 7.711 -4.775 -4.608
O: 6.845 -3.736 -4.109
H: 7.885 -5.184 -1.782
H: 8.949 -3.756 -1.725
H: 9.426 -5.729 -3.628
H: 9.633 -4.018 -3.994
H: 7.165 -5.719 -4.580
H: 7.972 -4.550 -5.638
O: -2.286 10.840 6.854
C: -1.381 11.578 6.601
C: -0.712 12.581 7.524
C: 0.063 13.465 6.547
C: 0.349 12.494 5.407
O: -0.772 11.593 5.392
H: -0.052 12.039 8.202
H: -1.457 13.129 8.094
H: 0.963 13.911 6.965
H: -0.580 14.272 6.193
H: 1.257 11.912 5.575
H: 0.418 12.984 4.440

=====

> The lowest calculated total energy belongs to which entry?

C46H74N3O22PSSi